[1]
Entry from the OMol25 dataset: C4H12N2O in the gas phase (ωB97M-V/def2-TZVPD).

Geometry (Å):
C: -1.73894 0.90139 0.12242
C: -1.19061 -1.41904 -0.37922
C: -0.69761 -0.00601 -0.50832
C: 0.66307 0.29679 0.26230
N: 3.13931 -0.16134 0.33068
N: 1.92151 -0.56571 -0.34299
O: 0.99368 1.71032 0.30050
H: -2.81522 0.44722 0.31292
H: -1.89976 1.71517 -0.54403
H: -1.37428 1.22736 1.12912
H: -1.64548 -1.59027 0.59998
H: -0.46636 -2.10374 -0.64767
H: -2.10910 -1.61634 -1.01429
H: -0.66719 0.11539 -1.56774
H: 0.76318 -0.01611 1.28418
H: 3.65802 0.59843 -0.05992
H: 3.06770 -0.40748 1.31664
H: 2.17880 -0.35236 -1.38763
H: 1.06466 2.05608 -0.58688

Atoms 1-6, force components in eV/Å:
C -1.9 -0.4 1.4
C -2.7 0.2 0.3
C 0.2 -0.4 2.1
C 2.5 0.0 -3.5
N -1.1 -2.0 -0.1
N -0.4 2.1 -1.1

Results
SMILES: CC(C)[C@H](O)NN
LUMO in eV: 0.88
Calculated total energy in eV: -9367.6917

=====

[2]
Entry from the OMol25 dataset: 2 unconnected molecules or ions with the total composition C4H12N2O (ωB97M-V/def2-TZVPD).

Geometry (Å):
C: -0.18207 1.73797 -1.29091
C: -0.17863 0.30579 -1.84860
C: 0.18572 -2.03844 -1.28596
C: -0.49993 0.40555 2.43391
H: 0.41927 1.84158 -0.35951
H: -1.24448 1.94933 -1.07413
H: 0.22516 2.35087 -2.06151
H: 0.38813 -0.29513 -0.03536
H: 0.88070 -2.31748 -2.16368
H: 0.47218 -2.65242 -0.33951
H: -0.81211 -2.42158 -1.49886
H: 1.48688 0.86336 2.00843
H: 1.19079 -0.74136 1.97327
H: -1.13677 -0.54129 2.48758
H: -0.43480 0.87318 3.44194
H: -1.10093 1.09905 1.82795
N: 0.17438 -0.62070 -0.96109
N: 0.76565 0.15138 1.72134
O: -0.59916 0.05035 -2.97530

Atoms 1-6, force components in eV/Å:
C -0.1 -1.1 0.8
C -1.0 0.6 -0.6
C 1.0 -1.4 0.8
C -1.2 -0.6 0.0
H -0.4 -0.1 -0.6
H 0.5 0.3 -0.2

Results
SMILES: CNC(C)=O.CN
LUMO in eV: 0.65
Calculated total energy in eV: -9370.2586

=====

[3]
Entry from the OMol25 dataset: C4H12N2O in the gas phase (ωB97M-V/def2-TZVPD).

Geometry (Å):
C: -0.23718 0.27933 1.56124
C: -1.37988 0.95989 -0.60923
C: -0.17798 0.31143 0.05066
N: 2.32950 0.68467 0.24830
C: 1.12134 0.71698 -0.57326
H: 2.41709 -0.22154 0.70330
H: 3.14377 0.75782 -0.35511
H: 1.06099 1.67428 -1.09658
H: 0.01917 1.26032 1.97894
H: -1.23665 0.01080 1.91276
H: -2.31010 0.48130 -0.29098
H: -1.44561 2.02074 -0.33679
H: 0.47609 -0.44285 1.96866
H: -1.31924 0.90456 -1.69901
N: -1.11360 -2.20983 -0.70949
O: -0.04065 -1.30819 -0.50774
H: 1.16474 -0.19329 -1.30339
H: -1.71828 -2.55710 0.03647
H: -0.75353 -3.12930 -0.97874

Atoms 1-6, force components in eV/Å:
C 0.0 -0.3 0.0
C -0.1 -0.2 0.0
C -0.6 -1.8 -0.4
N 0.0 0.1 0.6
C 0.8 -2.1 -1.7
H -0.1 0.1 -0.1

Results
SMILES: CC(C)(CN)ON
LUMO in eV: 0.95
Calculated total energy in eV: -9366.9415

=====

[4]
Entry from the OMol25 dataset: C4H12N2O in the gas phase (ωB97M-V/def2-TZVPD).

Geometry (Å):
N: 1.18756 1.36335 0.99875
C: 0.33760 0.61410 0.00288
C: -1.05918 0.47169 0.61361
C: -2.05428 -0.46235 -0.05836
O: -1.87965 -0.50399 -1.53218
C: 0.93381 -0.83364 -0.14350
N: 2.44973 -0.63914 -0.31765
H: 0.84928 2.24631 0.97855
H: 2.00962 1.43862 0.45183
H: 0.45914 1.13004 -0.93737
H: -1.50297 1.53184 0.45070
H: -1.17934 0.30978 1.68945
H: -3.19938 -0.31460 0.26204
H: -2.00985 -1.58936 0.30412
H: -2.75292 -0.32571 -1.89640
H: 0.42393 -1.32043 -0.99559
H: 0.92091 -1.36719 0.69435
H: 3.00527 -1.20503 -1.05402
H: 3.06070 -0.54429 0.48880

Atoms 1-6, force components in eV/Å:
N -0.1 -3.7 -0.7
C 0.8 -2.4 2.5
C -2.3 2.8 -1.4
C -2.0 -3.0 -0.1
O -0.6 0.4 1.7
C 2.6 3.5 -3.3

Results
SMILES: NC[C@H](N)CCO
LUMO in eV: 0.85
Calculated total energy in eV: -9368.2534

=====

[5]
Entry from the OMol25 dataset: 2 unconnected molecules or ions with the total composition C4H12N2O (ωB97M-V/def2-TZVPD).

Geometry (Å):
C: -1.93808 -1.13837 0.72075
C: -1.77957 0.21810 0.10338
C: -0.36986 0.80072 0.21721
C: 0.46516 0.75076 -0.82419
N: 1.68702 1.42655 -0.91489
N: -0.16071 1.76403 1.22240
H: -2.94524 -1.55229 0.53859
H: -1.82751 -1.16319 1.80022
H: -1.32644 -1.90210 0.28089
H: -2.45989 0.98088 0.48260
H: -1.98406 0.22723 -0.97483
H: 0.27128 -0.00992 -1.57340
H: 2.13123 1.43673 -1.80494
H: 1.70516 2.28487 -0.37546
H: -0.86853 1.81897 1.93022
H: 0.74729 1.84849 1.65614
H: 1.32964 -2.75829 -1.41047
H: 2.49916 -2.57229 -0.49940
O: 1.67779 -3.08089 -0.56922

Atoms 1-6, force components in eV/Å:
C -1.7 -0.8 0.2
C 1.2 0.7 -0.6
C -0.6 0.9 -0.6
C 0.2 -0.9 0.0
N -0.2 -0.2 1.1
N 0.1 0.3 0.5

Results
SMILES: CC/C(N)=C/N.O
LUMO in eV: 0.84
Calculated total energy in eV: -9369.6380

=====

[6]
Entry from the OMol25 dataset: C4H12N2O in the gas phase (ωB97M-V/def2-TZVPD).

Geometry (Å):
C: -0.87866 1.76790 -0.13336
O: -1.22819 1.74831 -1.52159
C: -0.57787 0.32258 0.22663
C: 0.78953 -0.05537 -0.33865
C: 1.05312 -1.55168 -0.57985
N: 1.40979 -2.37920 0.62318
N: -0.68255 0.21057 1.72637
H: -1.67606 2.20650 0.47590
H: -0.01300 2.42445 0.01722
H: -0.85770 2.50288 -1.97639
H: -1.44694 -0.26593 -0.07354
H: 1.51689 0.28315 0.40499
H: 0.82804 0.39046 -1.33347
H: 1.92779 -1.75783 -1.18944
H: 0.14206 -2.00362 -0.98841
H: 1.36399 -3.36357 0.37333
H: 0.83924 -2.40031 1.44040
H: -0.20334 -0.61912 1.96707
H: -0.22894 1.00576 2.14899

Atoms 1-6, force components in eV/Å:
C 0.0 0.2 -0.6
O -0.2 0.0 0.1
C -0.6 0.5 2.0
C -0.3 -1.4 0.0
C -0.8 -1.1 1.6
N 0.7 -0.3 -0.3

Results
SMILES: NCC[C@@H](N)CO
LUMO in eV: 0.92
Calculated total energy in eV: -9369.3929

=====

So what do the calculations give for frontier orbital gap? Going down the list: 8.9 9.8 9.0 9.5 7.8 10.2 eV.